Formula: C16H11AsBrGdNO8S6
Source: OMol25
Level of theory: ωB97M-V/def2-TZVPD

Geometry as XYZ:
```
45
Properties=species:S:1:pos:R:3:mulliken_spin:R:1
Gd 0.684 0.133 0.129 5.76
Br 1.498 2.841 2.581 0.01
C 0.382 1.466 3.270 0.07
C -0.364 1.686 4.403 -0.05
C -1.038 0.587 4.922 0.23
C -0.933 -0.652 4.313 -0.10
C -0.215 -0.745 3.145 0.23
N 0.424 0.314 2.629 0.06
C -0.087 -2.036 2.366 -0.04
O -0.304 -3.084 2.952 0.05
O 0.263 -1.852 1.129 -0.03
H -0.399 2.665 4.864 0.00
H -1.637 0.706 5.821 0.04
H -1.403 -1.542 4.704 -0.01
O -2.881 2.844 0.103 0.00
As -1.697 1.679 -0.372 -0.08
O -1.953 0.331 0.553 0.01
O -0.149 2.222 0.044 -0.04
C -1.887 2.013 -2.243 0.01
C -2.910 2.833 -2.684 0.00
C -2.908 3.271 -4.003 0.00
C -1.884 2.915 -4.873 0.00
C -0.853 2.080 -4.453 0.00
C -0.857 1.631 -3.139 0.00
S 0.316 0.400 -2.655 -0.01
O -0.518 -0.381 -1.678 -0.04
O 0.701 -0.313 -3.828 0.00
O 1.414 1.007 -1.884 -0.02
H -2.932 2.765 1.064 0.00
H -3.685 3.137 -1.998 0.00
H -3.714 3.908 -4.351 0.00
H -1.899 3.272 -5.899 0.00
H -0.072 1.754 -5.135 0.00
C 0.892 -3.333 -1.671 0.01
S 2.200 -2.123 -1.435 0.09
C 2.988 -2.736 -0.005 0.26
C 3.425 -1.887 1.012 -0.03
S 3.266 -0.164 1.112 0.47
S 4.261 -2.665 2.278 -0.03
C 4.234 -4.277 1.622 -0.02
S 4.937 -5.622 2.385 0.16
S 3.371 -4.388 0.113 0.04
H 0.363 -3.015 -2.567 0.00
H 0.242 -3.328 -0.809 0.00
H 1.318 -4.318 -1.834 0.00
```

Values from the calculation:
Strongest force on any atom   3.9 eV/Å
Energy above the lowest of the compared OMol25 structures with the same formula, charge and spin   12.92 kcal per mole
LUMO level (spin up / spin down)   1.40 / -0.63 eV
Expectation value of S²   16.835
Spin multiplicity   8
Gap between HOMO and LUMO (spin up / spin down)   2.607 / 5.015 eV
Total charge   -1